Entry 1:
Molecular formula: C6H11N
Method: DFT, the ωB97M-V functional and the def2-TZVPD basis

Structure (XYZ):
```
18
Properties=species:S:1:pos:R:3:lowdin_spin:R:1
N -1.51337 0.35036 -1.03052 0.2192
C 0.82158 2.86535 0.12034 0.0825
C -0.34992 2.21558 -0.06114 0.0001
C 0.63425 -0.05601 -0.01699 0.3915
C -0.36124 0.80423 -0.45978 0.1630
C 0.74856 -1.53733 -0.14496 0.0551
C -0.10103 -2.47779 0.75293 0.0326
H 1.64644 2.86984 -0.61125 0.0048
H -2.33621 0.72621 -0.57021 0.0081
H -0.16679 -3.37885 0.17072 0.0007
H 1.78252 -1.82783 -0.35810 0.0062
H -1.08539 -2.04058 0.92349 0.0002
H -1.63676 -0.62893 -1.26946 0.0037
H 0.26349 -1.76755 -1.11735 0.0114
H -1.21432 2.52306 0.53317 0.0026
H 0.44625 -2.63671 1.70657 0.0011
H 1.45667 0.32262 0.59818 0.0134
H 0.96528 3.67431 0.83438 0.0037
```

Computed properties:
LUMO (spin up / spin down) ... -4.406 / -7.239 eV
Multiplicity ... 2
Orbital gap (spin up / spin down) ... 9.7 / 7.2 eV
E_HOMO (spin up / spin down) ... -14.1 / -14.4 eV
Net charge ... +1
Expectation value of S² ... 0.7611

***

Entry 2:
Molecular formula: C6H11N2
Method: DFT, the ωB97M-V functional and the def2-TZVPD basis

Structure (XYZ):
```
19
Properties=species:S:1:pos:R:3:nbo_charge:R:1
N 2.76249 0.06210 -0.31436 -0.2363
N -0.51783 0.58150 0.37702 -0.3488
C -1.82699 0.42269 -0.47837 -0.2007
C -0.14889 1.88931 0.66244 -0.4449
C -0.91762 -1.60847 0.29357 -0.5832
C 3.95434 -0.14702 -0.26299 -0.1844
C -0.08860 -0.54597 0.72128 0.6829
C -1.79290 -1.12685 -0.77078 -0.3951
H -1.60598 -1.73422 1.22360 0.2708
H -0.60801 -2.59259 0.04447 0.2885
H -0.86382 2.29510 1.34319 0.2412
H 4.33720 -0.94390 0.26857 0.2099
H 0.78562 1.82825 1.33445 0.2485
H 0.17214 2.49460 -0.21762 0.2612
H -1.35913 -1.21787 -1.71158 0.2263
H -2.56940 0.74853 0.24724 0.2276
H -1.74122 0.95270 -1.40208 0.2418
H -2.84189 -1.78168 -0.78303 0.2664
H 4.87050 0.42380 -0.57504 0.2283
```

Computed properties:
LUMO (spin up / spin down) ... -6.329 / -3.928 eV
Orbital gap (spin up / spin down) ... 6.7 / 11.4 eV
E_HOMO (spin up / spin down) ... -13.0 / -15.3 eV
Net charge ... +1